[1]
{
  "formula": "C2H8NO2",
  "method": "ωB97M-V/def2-TZVPD",
  "charge": 0,
  "lumo_energy_ev": [0.3942, 0.4130],
  "de_lowest_kcal_mol": 45.4,
  "e_homo_ev": [-3.41, -11.09],
  "s2": 0.7512,
  "spin_multiplicity": 2,
  "species": ["C", "N", "H", "H", "H", "H", "H", "H", "O", "C", "O", "H", "H"],
  "positions_angstrom": [[1.31, -0.85, -2.67], [0.35, -0.05, -1.87], [1.22, -0.67, -3.77], [2.26, -0.69, -2.20], [1.13, -1.85, -2.41], [0.28, -0.28, -0.80], [-0.67, -0.12, -2.23], [0.66, 0.97, -1.98], [0.04, -0.44, 1.10], [-0.29, 0.53, 1.85], [-1.50, 0.69, 2.30], [0.24, 1.38, 2.07], [-2.04, 1.55, 2.20]],
  "mulliken_spin": [0.4543, 1.5791, -0.2018, -0.1369, -0.0480, 0.0904, -0.4297, -0.4867, -0.2846, 0.4898, -0.0710, 0.0423, 0.0028]
}

=====

[2]
{
  "formula": "C2H8NO2",
  "method": "ωB97M-V/def2-TZVPD",
  "charge": 1,
  "lumo_energy_ev": -3.9258,
  "de_lowest_kcal_mol": 38.3,
  "e_homo_ev": -15.34,
  "spin_multiplicity": 1,
  "species": ["C", "C", "N", "O", "O", "H", "H", "H", "H", "H", "H", "H", "H"],
  "positions_angstrom": [[1.20, 0.67, -0.07], [0.16, -0.01, 0.67], [-1.11, -0.35, -1.08], [-0.83, 0.67, 1.28], [0.20, -1.23, 1.04], [1.86, 1.07, 0.78], [1.63, 0.10, -0.83], [0.97, 1.64, -0.51], [-1.49, 0.59, -0.90], [-1.92, -0.95, -1.11], [-0.56, -0.58, -1.90], [-1.17, 0.03, 1.88], [1.05, -1.63, 0.76]],
  "mulliken_charge": [-1.1182, 0.8267, -0.6835, -0.3945, -0.3881, 0.3333, 0.4801, 0.3702, 0.3159, 0.2467, 0.2715, 0.3524, 0.3875]
}

=====

[3]
{
  "formula": "C2H8NO2",
  "method": "ωB97M-V/def2-TZVPD",
  "charge": 1,
  "lumo_energy_ev": -3.5281,
  "de_lowest_kcal_mol": 22.4,
  "e_homo_ev": -15.05,
  "spin_multiplicity": 1,
  "species": ["O", "C", "C", "N", "H", "H", "H", "H", "H", "H", "H", "H", "O"],
  "positions_angstrom": [[-1.28, 0.11, 0.74], [-1.28, 0.72, -0.29], [-0.27, 0.45, -1.39], [0.58, -0.70, -0.94], [-1.98, 1.55, -0.43], [-0.82, 0.13, -2.26], [0.31, 1.34, -1.60], [1.42, -0.90, -1.47], [0.79, -0.68, 0.09], [0.00, -1.54, -1.10], [2.35, 0.03, 1.93], [0.91, -0.32, 2.36], [1.53, -0.40, 1.62]],
  "mulliken_charge": [-0.4234, 0.1259, -0.5487, -0.2465, 0.3936, 0.3487, 0.3433, 0.3686, 0.2624, 0.3999, 0.3189, 0.3322, -0.6749]
}

=====

[4]
{
  "formula": "C2H8NO2",
  "method": "ωB97M-V/def2-TZVPD",
  "charge": 1,
  "lumo_energy_ev": -4.8653,
  "de_lowest_kcal_mol": 50.6,
  "e_homo_ev": -15.37,
  "spin_multiplicity": 1,
  "species": ["C", "C", "N", "O", "O", "H", "H", "H", "H", "H", "H", "H", "H"],
  "positions_angstrom": [[-0.60, -0.68, -0.67], [-0.05, 0.64, -0.97], [1.14, 0.97, -0.59], [0.36, -1.49, -0.12], [-0.34, 0.51, 1.82], [-1.42, -0.81, 0.01], [-0.89, -0.92, -1.76], [-0.87, 1.47, -1.20], [1.65, 1.82, -0.71], [1.71, 0.20, -0.40], [-0.46, -0.38, 2.14], [0.04, -2.46, -0.08], [-0.28, 1.13, 2.53]],
  "mulliken_charge": [-0.2079, -0.0061, -0.1327, -0.5614, -0.5641, 0.4235, 0.3028, 0.3220, 0.2554, 0.2265, 0.3012, 0.3453, 0.2954]
}